Here is C35H33F5N8STi as an isolated structure at a distorted geometry from the OMol25 dataset. Energies are from the ωB97M-V functional and the def2-TZVPD basis.

Output
HOMO (alpha / beta) = 0.1 / -1.4 eV
total charge = -2
2S+1 = 3
<S²> = 2.0350
LUMO energy (alpha / beta) = 4.219 / 4.207 eV
strongest force on any atom = 0.0274 Eh/bohr
relative energy (zero: lowest compared OMol25 entry of this formula, charge and spin) = 11.1 kcal per mole
gap between HOMO and LUMO (alpha / beta) = 4.1 / 5.6 eV

Geometry as XYZ:
```
83
C35H33F5N8STi | the OMol25 dataset | the ωB97M-V functional and the def2-TZVPD basis
Ti 0.61 -0.65 -0.46
C 3.18 -2.76 -3.25
C 2.97 -2.05 -4.46
C 2.20 -0.94 -4.45
C 1.60 -0.45 -3.24
N 1.79 -1.17 -2.08
C 2.56 -2.27 -2.14
N 0.89 0.65 -3.32
C 0.48 1.41 -2.29
N 0.88 1.41 -0.96
C 0.38 2.57 -0.38
N 0.52 3.13 0.81
C 1.28 2.81 1.86
C 1.16 3.67 3.00
C 1.90 3.46 4.12
C 2.81 2.38 4.15
C 2.88 1.60 3.02
N 2.16 1.78 1.91
C -0.43 3.27 -1.36
C -1.17 4.45 -1.27
C -1.86 4.86 -2.39
C -1.81 4.12 -3.60
C -1.06 2.97 -3.69
C -0.37 2.54 -2.55
H 3.78 -3.65 -3.20
H 3.42 -2.39 -5.39
H 1.99 -0.36 -5.35
H 2.66 -2.80 -1.20
H 0.45 4.48 2.92
H 1.79 4.11 4.98
H 3.41 2.15 5.02
H 3.56 0.75 3.01
H -1.20 5.00 -0.34
H -2.46 5.76 -2.35
H -2.37 4.47 -4.46
H -1.01 2.39 -4.60
N 0.44 -2.72 0.59
C 1.45 -3.71 0.99
C 2.51 -3.09 1.90
C 3.36 -1.99 1.27
N 2.56 -0.84 0.84
H -0.03 -2.44 1.46
H -0.28 -3.14 0.01
H 1.91 -4.14 0.10
H 0.98 -4.54 1.54
H 3.18 -3.89 2.23
H 2.01 -2.70 2.78
H 3.91 -2.38 0.42
H 4.11 -1.68 2.01
H 3.15 -0.10 0.46
H 2.13 -0.39 1.64
N -0.95 -1.05 -1.25
C -1.56 -1.68 -2.27
C -2.76 -1.17 -2.86
C -3.39 -1.81 -3.90
C -2.88 -2.99 -4.45
C -1.70 -3.50 -3.92
C -1.06 -2.87 -2.87
H -3.16 -0.25 -2.45
H -4.30 -1.38 -4.31
H -3.38 -3.49 -5.27
H -1.27 -4.40 -4.33
H -0.12 -3.27 -2.49
C -3.43 -0.08 0.76
S -2.91 1.37 -0.17
C -3.66 2.65 0.85
H -3.12 0.01 1.81
H -2.90 -0.92 0.32
H -4.51 -0.24 0.71
H -4.75 2.58 0.87
H -3.38 3.61 0.41
H -3.27 2.61 1.87
F -0.41 -2.87 5.40
C -0.62 -1.66 4.78
C -0.38 -1.50 3.44
C -0.63 -0.24 2.98
F -0.43 0.06 1.64
C -1.11 0.82 3.73
F -1.38 2.03 3.22
C -1.33 0.60 5.08
F -1.79 1.59 5.87
C -1.08 -0.65 5.62
F -1.30 -0.85 6.94
```



Here is a 2-piece molecular cluster, CHF3S2 overall at a distorted geometry from the OMol25 dataset. Energies are from the ωB97M-V functional and the def2-TZVPD basis.

Output
HOMO (alpha / beta) = -9.2 / -9.5 eV
LUMO energy (alpha / beta) = -1.022 / -1.989 eV
strongest force on any atom = 0.0341 Eh/bohr
relative energy (zero: lowest compared OMol25 entry of this formula, charge and spin) = 49.1 kcal per mole
gap between HOMO and LUMO (alpha / beta) = 8.2 / 7.5 eV

Geometry as XYZ:
```
7
CHF3S2 | the OMol25 dataset | the ωB97M-V functional and the def2-TZVPD basis
C 3.26 0.16 0.01
F 4.09 0.97 0.72
F 3.00 0.55 -1.24
F 3.86 -1.05 -0.01
S 0.08 -2.31 -0.43
S -0.14 -0.53 0.39
H 0.21 -2.11 -1.72
```



What is the formula in the first record?
C35H33F5N8STi